DFT (wB97M-V/def2-TZVPD) results for a molecular structure, C19H56B3IN16O35S2 in a non-equilibrium geometry.

```
! wB97M-V def2-TZVPD RIJCOSX def2/J DEFGRID3
* xyz 0 1
C 4.84885 -0.04260 -0.65901
C 3.47597 -0.00335 -1.30270
S 2.55833 -1.47003 -0.78462
C 1.16366 -1.59759 -1.92780
B 0.01918 -0.58495 -1.63940
O -0.52972 -0.39644 -0.37363
B -1.89452 -0.31114 -0.44286
S -2.90204 -1.46162 0.53808
O -2.43745 0.64029 -1.28525
B -1.40668 1.09920 -2.06338
I -0.94538 3.17102 -2.36524
O -0.56830 0.16996 -2.64174
H 5.13687 0.92416 -0.27817
H 4.83775 -0.73933 0.17025
H 5.58644 -0.42288 -1.34590
H 3.55570 0.07253 -2.37764
H 2.94044 0.88310 -0.98913
H 1.46821 -1.53927 -2.96222
H 0.75918 -2.58904 -1.75970
H -4.08742 -1.42695 -0.08740
C 3.81673 -5.52957 -1.34317
N 4.40332 -4.29031 -1.92051
O 3.85146 -3.79090 -2.87726
O 5.40367 -3.85084 -1.38652
H 2.93653 -5.79544 -1.91728
H 4.57402 -6.30499 -1.40675
H 3.56270 -5.31945 -0.30850
C 2.42911 6.39004 -3.64727
N 1.02437 6.70633 -3.27106
O 0.57624 6.18939 -2.26393
O 0.41382 7.46587 -3.99262
H 2.84087 5.71084 -2.91719
H 2.40548 5.94014 -4.63582
H 2.97510 7.32408 -3.66280
C -2.93789 -4.78488 -1.39934
N -1.58790 -5.40557 -1.48916
O -0.62314 -4.66886 -1.50908
O -1.54093 -6.61766 -1.54113
H -2.81833 -3.70971 -1.36063
H -3.49452 -5.08888 -2.28095
H -3.40793 -5.15660 -0.49352
C -1.08925 -9.49192 -0.42105
N -1.96361 -10.01413 0.66480
O -1.68508 -9.72080 1.80894
O -2.90478 -10.70378 0.32581
H -0.30207 -8.89801 0.02547
H -0.68374 -10.34923 -0.94972
H -1.70599 -8.88937 -1.07553
C -1.63685 -3.09476 4.33582
N -2.41476 -4.24686 3.80512
O -3.27240 -4.73288 4.51374
O -2.13773 -4.62751 2.68359
H -1.99880 -2.86855 5.33126
H -0.59373 -3.37983 4.35685
H -1.79817 -2.25864 3.66433
C 5.98376 8.82072 -1.63980
N 5.31798 7.63976 -2.24730
O 4.43741 7.08726 -1.61840
O 5.68175 7.31290 -3.36004
H 5.55455 8.99803 -0.66143
H 7.04502 8.60259 -1.56956
H 5.78974 9.65085 -2.31185
C -5.79865 -0.13564 3.65094
N -4.45722 -0.76713 3.54226
O -3.48850 -0.03706 3.52356
O -4.42522 -1.97880 3.47902
H -5.67493 0.93909 3.69516
H -6.36739 -0.42826 2.77306
H -6.26214 -0.50959 4.55611
C 1.09347 4.95837 0.77043
N 1.37873 5.37260 2.17223
O 0.54413 5.12248 3.01935
O 2.43526 5.93474 2.37424
H 0.12505 4.47410 0.74387
H 1.09899 5.85189 0.15465
H 1.88078 4.27552 0.46620
C -9.84694 -1.63386 5.78563
N -9.11443 -0.38657 5.43887
O -9.62584 0.38727 4.66337
O -8.01943 -0.22798 5.95817
H -10.78504 -1.64474 5.24582
H -9.22313 -2.46992 5.49424
H -10.00977 -1.63112 6.85936
C 1.13092 0.51114 5.41783
N 1.66535 -0.78660 4.91981
O 2.86509 -0.90138 4.80828
O 0.84772 -1.64846 4.65353
H 1.96501 1.17462 5.60906
H 0.47825 0.91117 4.64781
H 0.57446 0.30591 6.32687
C 5.98860 11.62255 -5.63903
N 5.19764 11.10672 -4.49064
O 5.46841 11.51016 -3.37423
O 4.32291 10.30507 -4.74166
H 6.72447 12.32176 -5.26198
H 6.46140 10.76895 -6.11480
H 5.29128 12.10760 -6.31639
C 8.57729 -3.18232 -2.54959
N 9.40366 -1.96914 -2.79874
O 9.40180 -1.50280 -3.92034
O 10.02540 -1.52700 -1.85511
H 8.08400 -3.45757 -3.47334
H 9.24642 -3.96759 -2.21198
H 7.85165 -2.93450 -1.78119
C 2.91533 -5.50031 -5.93242
N 2.16988 -6.66906 -5.38672
O 1.76426 -7.50201 -6.16903
O 2.01869 -6.70070 -4.18203
H 2.97198 -5.60272 -7.00912
H 2.37045 -4.60580 -5.64809
H 3.90296 -5.50484 -5.48285
C -8.02708 -5.56292 3.58118
N -9.22290 -4.73908 3.90481
O -9.54458 -4.63939 5.07265
O -9.80074 -4.20932 2.97624
H -7.61848 -5.95456 4.50348
H -8.35408 -6.36125 2.92179
H -7.31143 -4.91513 3.08492
C 1.17755 10.86470 -5.21368
N 1.14346 11.74753 -6.41136
O 0.10800 11.82433 -7.03538
O 2.17330 12.33742 -6.68377
H 0.20483 10.40579 -5.08658
H 1.94431 10.11753 -5.38573
H 1.43101 11.48693 -4.36119
C -6.16648 -2.49880 7.65197
N -6.88976 -3.67620 7.09937
O -7.75677 -4.18056 7.78120
O -6.55202 -4.05381 5.99443
H -6.56715 -2.28092 8.63423
H -5.11433 -2.76251 7.70378
H -6.32863 -1.66969 6.97065
*
```

Output
* HOMO energy: -0.31351 Eh
* LUMO level: -0.462 eV
* frontier orbital gap: 8.0695 eV
* largest force on an atom: 0.0234 hartree/bohr

DFT (wB97M-V/def2-TZVPD) results for 9 unconnected molecules or ions with the total composition C19H56N13O10 in a non-equilibrium geometry.

```
! wB97M-V def2-TZVPD RIJCOSX def2/J DEFGRID3
* xyz -1 1
C -1.22437 0.45957 0.75218
C -1.14947 1.91419 1.03610
O -1.91692 2.65921 0.42123
O -0.38995 2.26153 1.96359
H -0.98976 -0.15298 1.62273
H -0.45216 0.14023 0.05232
H -2.16681 0.17460 0.28453
C 5.82804 -1.82647 -4.89220
C 4.95847 -2.12974 -3.60349
C 3.49952 -2.57399 -3.72708
O 2.89202 -2.60130 -2.40857
C 2.12657 -1.46336 -2.05002
N 5.81266 -3.06415 -2.82780
H 5.43607 -0.96983 -5.44050
H 5.92370 -2.65216 -5.59732
H 6.84657 -1.54402 -4.62590
H 4.93140 -1.22803 -2.99169
H 3.45403 -3.55986 -4.18979
H 3.05715 -1.87162 -4.43356
H 2.80681 -0.61389 -1.98860
H 1.61659 -1.65879 -1.10672
H 1.45425 -1.18831 -2.86270
H 5.27503 -3.23534 -1.99010
H 6.63891 -2.71313 -2.36498
C 0.34392 -2.46229 2.25777
C 0.52692 -3.81335 2.95482
C -0.67993 -4.64692 2.74325
O -1.74511 -4.27370 3.66783
C -2.80466 -5.15014 3.73103
N 1.70484 -4.36112 2.28360
H 1.28592 -1.91389 2.25498
H -0.41015 -1.80128 2.68503
H 0.13192 -2.62235 1.20063
H 0.73000 -3.61783 4.00774
H -0.40589 -5.67525 2.97894
H -0.96127 -4.68911 1.69103
H -2.63450 -6.22346 3.81532
H -3.52916 -4.95304 2.94088
H -3.25922 -4.80890 4.66111
H 1.66397 -5.31722 2.60655
H 1.40692 -4.47193 1.32492
C -0.68200 -3.24032 -2.89337
C -1.68944 -2.34029 -3.72202
C -1.79739 -0.93144 -3.20878
O -2.83162 -0.25390 -3.80328
C -2.78155 1.15728 -3.93068
N -1.40721 -2.31985 -5.11727
H -0.78495 -4.30744 -3.09020
H -0.83389 -3.00819 -1.83926
H 0.34604 -2.99406 -3.15908
H -2.67611 -2.79618 -3.63995
H -0.83470 -0.42031 -3.19962
H -1.97594 -0.88281 -2.13461
H -3.61666 1.45898 -4.56286
H -1.80873 1.56354 -4.20759
H -3.08192 1.43934 -2.92156
H -1.66603 -3.22133 -5.49203
H -2.00384 -1.66347 -5.60026
C 2.86149 0.74735 1.61730
O 3.94741 0.17663 1.69302
N 1.99992 0.74968 2.60733
N 2.43940 1.43982 0.59927
H 1.13737 1.24028 2.41918
H 1.96210 0.16538 3.43029
H 1.52839 1.87163 0.53853
H 3.24625 1.79457 0.10606
C -5.26097 3.93423 0.71034
O -6.24522 4.56483 1.05831
N -4.32742 4.37588 -0.07254
N -4.99882 2.67375 0.97704
H -4.25550 5.37318 -0.21502
H -3.52142 3.78162 -0.20421
H -5.79377 2.17982 1.35679
H -4.11783 2.25707 0.71184
C 0.26524 3.70766 -2.16770
O 0.84849 4.18910 -3.09208
N -0.21630 4.45133 -1.24300
N 0.09949 2.45326 -1.98306
H -0.20193 5.43794 -1.45867
H -0.77021 4.00289 -0.52733
H -0.65031 2.27868 -1.32929
H 0.26338 1.91968 -2.82481
C 1.95491 4.54699 4.04764
O 2.59301 5.06364 4.91858
N 0.71633 4.71184 3.85411
N 2.56773 3.92164 3.10911
H 0.25477 5.35244 4.48394
H 0.21515 4.15275 3.17858
H 2.01687 3.63828 2.31140
H 3.56929 3.85287 3.21981
C -2.89668 2.60705 4.55232
O -3.85797 2.85013 5.24629
N -2.20000 3.53121 3.96162
N -2.41642 1.40500 4.35228
H -2.23613 4.52293 4.14947
H -1.52735 3.24383 3.26517
H -2.94444 0.55468 4.48736
H -1.55521 1.27832 3.84006
*
```

Output
* HOMO energy: -0.26536 Eh
* LUMO level: 2.022 eV
* frontier orbital gap: 9.2428 eV
* largest force on an atom: 0.1240 hartree/bohr
* relative energy (zero: lowest compared OMol25 entry of this formula, charge and spin): 3.827 eV

> LUMO level of number 2 (C19H56N13O10)?

2.022 eV